Density functional theory data (wB97M-V/def2-TZVPD) for a 2-piece molecular cluster, C3H3NS2 overall in a non-equilibrium geometry.

Energy above the lowest of the compared OMol25 structures with the same formula, charge and spin   589.1 kJ/mol
Kohn-Sham gap (spin up / spin down)   7.5428 / 7.5956 eV

Each line ends with the Mulliken charge.
Atoms and positions in Å:
S: -2.751508 1.022755 -0.959538  -0.148
S: -3.675758 -1.172188 0.947977  -0.206
N: -1.252137 -0.385758 0.416683  -0.016
C: -2.595153 -0.331422 0.139418  0.272
C: 1.071622 0.888370 -1.052084  -0.473
C: -0.129117 -0.699020 0.477652  -0.045
H: 1.669711 0.047653 -1.322528  0.236
H: -3.847341 0.625125 -1.723710  0.175
H: 1.681261 1.593472 -0.432333  0.204

Cartesian forces, eV/Å:
-0.951 -0.073 -1.453
-0.629 -0.665 0.015
0.555 -1.088 0.438
-0.065 1.213 -0.041
-0.965 1.184 0.267
0.394 0.691 -0.124
0.986 -0.757 -0.120
0.712 0.190 1.101
-0.037 -0.696 -0.083